The following is a quantum chemistry calculation of an isolated molecule of C3H3FN2 in a non-equilibrium geometry, from OMol25.

Last columns: bonded neighbours and bond lengths (Å).
Geometry (Å):
1 C -0.706 -0.946 0.069  C2 1.356, N4 1.353, H7 1.109
2 C -1.876 -0.267 -0.026  C1 1.356, N5 1.256
3 C -0.395 1.167 -0.211  N4 1.311, H8 1.008
4 N 0.228 0.024 -0.056  C1 1.353, C3 1.311, H9 1.050
5 N -3.109 -0.474 0.095  C2 1.256, F6 1.368
6 F -4.085 0.475 -0.035  N5 1.368
7 H -0.659 -2.053 0.099  C1 1.109
8 H 0.072 2.044 -0.039  C3 1.008
9 H 1.234 -0.248 0.071  N4 1.050

The value obtained for the lowest unoccupied orbital energy is 0.07 eV. The energy relative to the best compared isomer or geometry (same formula, charge and spin) is 753.79 kJ/mol. For the gap between HOMO and LUMO, the calculation gives 7.50 eV. Its HOMO energy is -7.4 eV.